Density functional theory data (ωB97M-V/def2-TZVPD) for 12 unconnected molecules or ions with the total composition C25H67ClIN2O15P2 at a distorted geometry.

```
113
Properties=species:S:1:pos:R:3
C 2.703 -3.009 3.149
C 1.729 -4.083 2.571
C 0.573 -4.478 3.523
C -0.220 -3.272 4.099
C -1.652 -3.119 3.533
C -2.473 -1.960 4.162
C -1.704 -0.648 4.469
C -1.579 0.391 3.288
C -1.894 -0.114 1.852
C -0.692 -0.796 1.104
C -1.235 -1.321 -0.280
C -0.533 -0.699 -1.473
C 0.730 -1.112 -1.961
P 1.666 -2.515 -1.143
O 2.092 -3.652 -2.280
Cl 3.510 -1.781 -0.475
C 1.254 -0.390 -3.075
P 2.941 -0.966 -3.734
O 3.593 0.373 -4.466
I 2.506 -2.545 -5.576
N 0.740 0.629 -3.723
N -0.450 0.945 -3.246
C -1.051 2.105 -3.963
C -0.409 3.443 -3.488
C -0.763 3.848 -2.027
C 0.517 4.238 -1.184
C 0.135 3.930 0.303
C 1.338 4.039 1.278
C 2.158 2.703 1.313
O 3.437 2.948 0.758
C 4.120 1.728 0.408
C -1.088 0.392 -2.241
C -2.488 0.844 -1.780
C -3.516 -0.080 -2.514
O -4.478 0.426 -2.980
H 2.900 -2.227 2.398
H 2.324 -2.497 4.050
H 3.685 -3.440 3.415
H 1.277 -3.713 1.631
H 2.335 -4.971 2.333
H 0.996 -5.072 4.355
H -0.123 -5.133 2.974
H 0.308 -2.319 3.897
H -0.288 -3.395 5.194
H -2.187 -4.060 3.783
H -1.649 -3.096 2.422
H -2.850 -2.341 5.132
H -3.385 -1.742 3.574
H -2.281 -0.134 5.261
H -0.699 -0.797 4.895
H -2.187 1.295 3.467
H -0.525 0.743 3.265
H -2.087 0.800 1.244
H -2.820 -0.710 1.776
H 0.038 0.009 0.887
H -0.173 -1.555 1.707
H -2.332 -1.250 -0.354
H -1.021 -2.409 -0.321
H 1.737 -4.499 -1.935
H 3.291 0.395 -5.393
H -2.147 2.097 -3.985
H -0.754 2.011 -5.024
H 0.679 3.309 -3.629
H -0.737 4.217 -4.200
H -1.276 3.080 -1.433
H -1.354 4.777 -2.078
H 0.797 5.292 -1.301
H 1.332 3.575 -1.533
H -0.699 4.601 0.573
H -0.205 2.874 0.340
H 1.992 4.902 1.088
H 0.906 4.131 2.295
H 2.253 2.377 2.371
H 1.590 1.909 0.778
H 4.091 1.630 -0.692
H 3.635 0.886 0.932
H 5.160 1.844 0.759
H -2.587 0.778 -0.685
H -2.729 1.871 -2.071
H -3.342 -1.175 -2.633
O 1.057 -7.057 1.953
H 0.512 -6.969 1.160
H 1.888 -7.418 1.627
O -4.110 0.430 6.484
H -4.370 0.193 7.381
H -4.947 0.601 6.039
O 5.616 -2.069 -7.081
H 4.796 -1.927 -6.590
H 6.312 -1.827 -6.459
O -1.250 6.673 -0.910
H -2.084 6.798 -0.446
H -0.584 6.907 -0.254
O 4.022 -6.069 -6.591
H 3.569 -5.377 -6.097
H 4.271 -5.646 -7.420
O -0.553 -5.844 -2.583
H -0.790 -5.252 -3.305
H 0.130 -6.413 -2.962
O -3.226 8.431 -2.140
H -3.817 8.584 -2.886
H -2.411 8.107 -2.541
O 1.307 5.868 -3.941
H 0.473 5.999 -3.475
H 1.976 6.112 -3.291
O 2.016 -6.975 -2.250
H 2.152 -7.634 -1.560
H 2.898 -6.614 -2.406
O -2.085 8.237 1.199
H -2.363 8.485 2.088
H -2.886 8.341 0.668
O -5.819 -1.670 7.462
H -6.330 -1.748 8.276
H -5.776 -2.571 7.124
```

Values from the calculation:
Orbital gap (eV): 7.03
Charge: +1


Density functional theory data (ωB97M-V/def2-TZVPD) for 9 unconnected molecules or ions with the total composition C25H67NO17 at a distorted geometry.

```
110
Properties=species:S:1:pos:R:3
C 7.162 2.423 0.330
C 5.624 2.409 0.298
O 5.100 2.374 1.632
O 7.627 3.531 1.047
H 7.504 2.589 -0.626
H 7.593 1.491 0.707
H 5.222 1.589 -0.317
H 5.337 3.398 -0.048
H 5.557 1.735 2.181
H 6.996 3.704 1.798
C 3.188 -0.816 2.510
C 4.035 -1.994 2.197
O 3.367 -2.820 1.242
O 2.124 -1.158 3.421
H 2.745 -0.387 1.597
H 3.716 -0.096 3.086
H 4.406 -2.553 3.063
H 4.906 -1.567 1.683
H 3.857 -3.605 1.059
H 1.586 -1.904 3.092
C 0.116 3.239 1.096
C 1.514 2.521 0.981
O 1.338 1.158 0.692
O -0.471 3.309 -0.168
H 0.269 4.242 1.462
H -0.525 2.700 1.797
H 2.057 2.710 1.863
H 2.074 3.018 0.200
H 1.893 0.837 -0.023
H -0.234 2.495 -0.674
C -2.492 5.541 -4.208
C -1.863 6.054 -2.924
O -1.983 4.959 -2.016
O -3.800 5.033 -4.010
H -1.865 4.845 -4.725
H -2.599 6.395 -4.911
H -2.331 6.981 -2.515
H -0.832 6.326 -3.239
H -1.107 4.791 -1.597
H -3.776 4.073 -4.152
C -0.949 -0.384 4.848
C -1.304 -0.114 3.408
O -2.217 -1.090 2.842
O 0.243 0.252 5.173
H -1.067 -1.438 5.100
H -1.751 0.082 5.460
H -0.354 -0.009 2.836
H -1.880 0.850 3.254
H -1.711 -1.844 2.444
H 0.956 -0.291 4.698
C -3.561 1.831 0.464
C -4.278 1.718 -0.890
O -3.390 2.077 -1.957
O -3.287 3.183 0.944
H -2.588 1.233 0.316
H -4.202 1.267 1.139
H -5.152 2.403 -0.944
H -4.580 0.676 -1.025
H -3.231 3.005 -1.894
H -2.352 3.392 0.710
C 1.451 -1.059 -3.286
C 2.212 0.146 -2.659
O 2.800 -0.124 -1.332
O 2.387 -2.182 -3.330
H 1.222 -0.850 -4.347
H 0.514 -1.229 -2.749
H 1.557 1.043 -2.474
H 3.055 0.456 -3.378
H 3.022 -1.054 -1.342
H 2.038 -2.900 -3.926
C -1.012 1.722 -3.972
C -2.098 1.504 -4.970
O -3.211 2.351 -4.662
O -1.085 1.096 -2.658
H -0.906 2.785 -3.851
H -0.081 1.294 -4.338
H -2.399 0.445 -4.978
H -1.804 1.823 -5.989
H -3.481 2.130 -3.760
H -2.013 1.181 -2.391
C -0.448 -3.615 -0.944
C -1.118 -2.815 0.134
C -2.663 -3.019 0.003
C -3.182 -4.390 0.449
C -2.783 -4.766 1.889
C -1.282 -4.518 2.143
N -0.813 -3.247 1.567
O 0.511 -2.880 1.936
C -1.020 -4.478 3.638
C -0.537 -5.694 1.519
C -0.647 -1.397 0.023
H 0.662 -3.482 -0.926
H -0.812 -3.406 -1.941
H -0.568 -4.697 -0.769
H -3.148 -2.197 0.519
H -2.896 -2.902 -1.077
H -2.732 -5.119 -0.217
H -4.269 -4.300 0.325
H -2.981 -5.779 2.238
H -3.304 -4.142 2.577
H 0.031 -4.309 3.821
H -1.563 -3.684 4.090
H -1.389 -5.400 4.091
H -0.771 -6.593 2.150
H -0.806 -5.943 0.488
H 0.555 -5.689 1.524
H -1.149 -0.881 -0.809
H 0.414 -1.284 -0.150
H -0.991 -0.864 0.876
H 1.156 -3.460 1.411
```

Values from the calculation:
Orbital gap (eV): 8.93
Structure (SMILES): CC1(C)CCCC(C)(C)N1O.OCCO.OCCO.OCCO.OCCO.OCCO.OCCO.OCCO.OCCO
Charge: 0


Density functional theory data (ωB97M-V/def2-TZVPD) for 9 unconnected molecules or ions with the total composition C25H68N2O9 at a distorted geometry.

```
104
Properties=species:S:1:pos:R:3
C 19.277 -13.035 15.867
O 20.600 -12.891 15.863
N 18.494 -12.746 14.887
N 18.606 -13.633 16.822
H 18.756 -12.116 14.067
H 17.515 -12.958 14.925
H 19.093 -14.213 17.518
H 17.605 -13.505 16.920
C 14.256 -10.453 14.384
C 14.759 -10.489 12.930
C 15.564 -11.720 12.759
O 13.920 -10.434 12.030
H 15.086 -10.600 15.032
H 13.617 -11.337 14.614
H 13.704 -9.563 14.525
H 15.513 -9.650 12.921
H 16.359 -11.855 13.538
H 15.989 -11.666 11.741
H 15.007 -12.678 12.760
H 13.314 -11.181 12.139
C 18.595 -9.184 20.166
C 19.653 -9.485 19.150
C 19.420 -10.843 18.567
O 19.732 -8.689 18.231
H 18.618 -10.011 20.870
H 17.662 -9.103 19.673
H 18.826 -8.326 20.770
H 20.573 -9.469 19.637
H 20.217 -11.174 17.949
H 18.500 -10.860 17.995
H 19.282 -11.573 19.384
H 20.270 -8.985 17.513
C 21.625 -9.462 15.142
C 22.904 -8.760 14.816
C 23.656 -9.443 13.663
O 22.792 -7.549 14.570
H 21.018 -9.678 14.220
H 20.985 -8.802 15.728
H 21.863 -10.343 15.753
H 23.492 -8.907 15.755
H 24.640 -8.954 13.561
H 23.187 -9.163 12.692
H 23.764 -10.534 13.827
H 23.501 -7.027 14.991
C 13.627 -13.996 15.906
C 15.094 -14.198 15.945
C 15.571 -15.130 14.770
O 15.749 -13.151 15.710
H 13.203 -13.776 14.912
H 13.384 -13.133 16.499
H 12.982 -14.877 16.248
H 15.451 -14.747 16.881
H 16.564 -15.428 14.961
H 15.469 -14.697 13.754
H 15.098 -16.087 14.696
H 15.403 -12.442 16.302
C 20.533 -10.333 11.126
C 19.862 -11.398 11.894
C 20.934 -12.334 12.527
O 19.078 -11.024 12.797
H 21.041 -9.691 11.870
H 19.924 -9.708 10.534
H 21.247 -10.874 10.446
H 19.233 -11.936 11.203
H 21.565 -11.796 13.170
H 21.572 -12.911 11.833
H 20.402 -13.091 13.135
H 18.918 -10.083 12.705
C 17.974 -7.051 15.777
C 17.258 -8.377 16.014
C 17.940 -9.518 15.267
O 17.132 -8.735 17.225
H 17.505 -6.238 16.279
H 18.098 -6.745 14.770
H 18.967 -7.027 16.229
H 16.261 -8.373 15.634
H 18.988 -9.462 15.457
H 17.709 -9.499 14.242
H 17.570 -10.460 15.664
H 17.966 -8.727 17.740
C 19.223 -15.760 12.718
C 18.026 -15.612 11.813
C 17.636 -14.169 11.538
O 18.080 -16.137 10.722
H 19.390 -16.802 12.919
H 18.919 -15.345 13.688
H 20.127 -15.284 12.420
H 17.185 -16.154 12.286
H 18.053 -13.537 12.363
H 16.536 -14.074 11.515
H 18.077 -13.800 10.623
H 17.730 -17.032 10.701
C 16.102 -12.645 19.293
C 15.160 -11.601 18.647
C 14.859 -10.483 19.572
O 15.454 -11.143 17.547
H 16.420 -13.406 18.643
H 15.612 -13.044 20.152
H 16.925 -12.035 19.650
H 14.291 -12.146 18.405
H 14.298 -10.737 20.425
H 14.317 -9.637 19.108
H 15.779 -10.213 19.977
H 16.003 -10.410 17.707
```

Values from the calculation:
Orbital gap (eV): 9.45
Structure (SMILES): NC(N)=O.CC(C)O.CC(C)O.CC(C)O.CC(C)O.CC(C)O.CC(C)O.CC(C)O.CC(C)O
Charge: 0